Entry 1:
# CHFLiO3Sn

CHFLiO3Sn as an isolated structure in a non-equilibrium geometry (ωB97M-V/def2-TZVPD, OMol25).

Calculated values
- highest occupied orbital energy (eV) = -25.4
- gap between HOMO and LUMO (eV) = 9.99
- LUMO (eV) = -15.377
- E (a.u.) = -584.6905
- charge = +3

Element x y z (Å)
Li -0.345 1.349 2.899
O 0.529 0.323 0.311
H 0.777 1.663 0.081
O -0.176 -0.703 -1.469
O 0.003 1.446 0.945
C -0.035 -0.713 -0.277
F -0.237 -1.706 0.486
Sn -0.516 -1.657 -2.975

Entry 2:
# C9H21Br2ClO5P2S

A 2-piece molecular cluster, C9H21Br2ClO5P2S overall (ωB97M-V/def2-TZVPD, OMol25).

Calculated values
- highest occupied orbital energy (eV) = -8.8
- gap between HOMO and LUMO (eV) = 8.98
- LUMO (eV) = 0.212
- SMILES = CC[C@@H](Cl)CO[C@H](COC[PH2]=O)P(O)(O)=S.BrCCBr
- E (a.u.) = -7420.8995
- charge = 0

Element x y z (Å)
C 3.033 -2.691 1.068
C 3.988 -1.844 0.204
C 3.571 -0.373 0.146
Cl 5.003 0.703 0.031
C 2.611 -0.087 -1.013
O 1.683 0.936 -0.713
C 0.603 0.492 0.072
C -0.565 0.049 -0.801
O -1.439 -0.697 0.038
C -1.239 -2.088 0.008
P -2.082 -2.763 1.464
O -1.627 -2.215 2.760
P 0.139 1.796 1.331
O -1.442 2.034 1.173
O 0.262 1.012 2.735
S 1.152 3.401 1.241
H 3.582 -3.269 1.810
H 2.470 -3.408 0.468
H 2.306 -2.075 1.603
H 4.000 -2.241 -0.814
H 5.006 -1.909 0.583
H 3.079 -0.085 1.076
H 2.097 -1.019 -1.296
H 3.176 0.252 -1.881
H 0.895 -0.381 0.677
H -1.127 0.896 -1.199
H -0.195 -0.535 -1.649
H -1.630 -2.537 -0.915
H -0.177 -2.357 0.113
H -3.447 -2.600 1.167
H -1.871 -4.144 1.273
H -1.974 1.269 0.897
H 0.049 0.066 2.691
Br -2.215 3.139 -3.414
C -3.834 3.658 -2.472
C -3.799 3.226 -1.031
Br -4.024 1.299 -0.859
H -4.664 3.216 -3.014
H -3.888 4.742 -2.535
H -4.615 3.675 -0.470
H -2.851 3.458 -0.553

Entry 3:
# C44H100AsF6O26P4S5

C44H100AsF6O26P4S5 as an isolated structure in a non-equilibrium geometry (ωB97M-V/def2-TZVPD, OMol25).

Calculated values
- highest occupied orbital energy (eV) = -8.6
- gap between HOMO and LUMO (eV) = 10.16
- LUMO (eV) = 1.573
- E (a.u.) = -9884.4521
- charge = -1

Element x y z (Å)
As -18.762 -31.214 -20.661
F -17.262 -31.083 -21.662
F -19.482 -29.700 -21.417
F -20.242 -31.362 -19.601
F -18.166 -32.689 -19.790
F -17.887 -30.301 -19.332
F -19.651 -32.225 -21.843
C -19.594 -37.244 -25.089
C -18.522 -38.011 -24.273
C -18.149 -39.264 -25.066
S -18.194 -38.634 -26.890
O -19.174 -39.397 -27.618
O -16.794 -38.503 -27.410
C -18.923 -37.006 -26.421
H -19.814 -36.231 -24.752
H -20.526 -37.809 -25.079
H -19.007 -38.348 -23.356
H -17.707 -37.418 -23.857
H -18.742 -40.173 -24.968
H -17.120 -39.551 -24.848
H -19.632 -36.633 -27.161
H -18.017 -36.412 -26.306
C -16.846 -37.351 -17.644
C -17.792 -36.626 -16.643
C -16.820 -35.799 -15.753
S -15.563 -37.027 -15.366
O -15.885 -37.711 -14.113
O -14.273 -36.402 -15.439
C -15.890 -38.158 -16.772
H -16.359 -36.530 -18.171
H -17.400 -38.011 -18.312
H -18.421 -37.286 -16.046
H -18.508 -36.043 -17.222
H -17.106 -35.245 -14.859
H -16.446 -35.049 -16.450
H -16.460 -38.964 -16.309
H -14.958 -38.504 -17.219
C -19.941 -25.954 -16.553
C -19.995 -26.685 -15.188
C -21.509 -26.836 -14.781
S -22.365 -25.294 -15.300
O -22.458 -24.380 -14.143
O -23.529 -25.619 -16.068
C -20.966 -24.798 -16.439
H -20.245 -26.659 -17.326
H -18.956 -25.655 -16.911
H -19.424 -25.975 -14.590
H -19.464 -27.635 -15.141
H -21.739 -27.014 -13.730
H -21.978 -27.541 -15.466
H -20.482 -23.994 -15.884
H -21.345 -24.271 -17.314
C -16.406 -25.078 -23.017
C -16.613 -24.376 -21.666
C -18.085 -23.983 -21.636
S -18.535 -23.315 -23.325
O -18.225 -21.872 -23.318
O -19.802 -23.860 -23.783
C -17.166 -24.251 -24.122
H -16.810 -26.085 -23.124
H -15.355 -25.123 -23.305
H -15.977 -23.494 -21.590
H -16.447 -24.978 -20.773
H -18.408 -23.244 -20.902
H -18.728 -24.848 -21.474
H -16.505 -23.502 -24.558
H -17.614 -24.900 -24.874
C -11.641 -35.673 -20.162
C -10.374 -36.559 -20.378
C -10.932 -37.960 -20.643
S -12.445 -37.681 -21.731
O -13.732 -38.349 -21.280
O -12.166 -37.764 -23.174
C -12.645 -35.936 -21.265
H -11.389 -34.613 -20.140
H -12.054 -35.670 -19.153
H -9.657 -36.571 -19.557
H -9.893 -36.257 -21.308
H -11.353 -38.141 -19.654
H -10.381 -38.862 -20.907
H -13.691 -35.719 -21.050
H -12.362 -35.515 -22.230
C -7.720 -29.227 -24.074
C -8.901 -29.218 -24.990
O -9.894 -30.167 -24.704
P -11.283 -29.836 -23.984
O -11.841 -28.499 -24.197
O -12.293 -31.099 -24.356
C -13.337 -30.943 -25.294
C -14.182 -32.173 -25.347
O -10.884 -30.136 -22.442
C -11.767 -30.186 -21.325
C -12.507 -28.895 -21.104
H -7.222 -30.192 -23.977
H -6.831 -28.675 -24.377
H -8.019 -28.907 -23.076
H -9.392 -28.245 -25.005
H -8.547 -29.381 -26.008
H -13.931 -30.043 -25.136
H -12.912 -30.698 -26.267
H -15.043 -32.118 -26.013
H -13.656 -33.023 -25.781
H -14.459 -32.563 -24.368
H -12.438 -30.984 -21.642
H -11.155 -30.439 -20.460
H -11.851 -28.032 -20.982
H -13.222 -28.705 -21.905
H -13.197 -29.068 -20.279
C -25.393 -34.098 -8.698
C -24.877 -33.959 -10.124
O -23.733 -33.109 -10.061
P -23.586 -31.870 -11.151
O -24.858 -31.205 -11.647
O -22.662 -30.843 -10.363
C -21.399 -31.001 -9.806
C -20.233 -30.919 -10.790
O -22.610 -32.453 -12.294
C -22.953 -33.110 -13.494
C -23.820 -32.340 -14.484
H -24.840 -34.754 -8.026
H -25.502 -33.191 -8.103
H -26.415 -34.451 -8.835
H -24.680 -34.927 -10.584
H -25.639 -33.538 -10.780
H -21.399 -30.228 -9.037
H -21.235 -31.936 -9.272
H -19.323 -30.745 -10.216
H -20.211 -31.769 -11.472
H -20.337 -29.970 -11.316
H -21.993 -33.250 -13.991
H -23.542 -34.012 -13.328
H -24.097 -32.833 -15.415
H -24.754 -32.120 -13.967
H -23.366 -31.399 -14.797
C -23.991 -36.984 -20.035
C -25.348 -37.663 -19.819
O -25.445 -38.759 -18.927
P -25.176 -38.628 -17.340
O -23.793 -38.325 -16.864
O -26.387 -37.620 -16.923
C -27.059 -37.682 -15.632
C -27.693 -36.379 -15.172
O -25.593 -40.085 -16.771
C -26.807 -40.632 -17.238
C -26.683 -41.486 -18.563
H -23.901 -36.403 -20.953
H -23.634 -36.330 -19.239
H -23.267 -37.777 -20.224
H -26.129 -36.935 -19.602
H -25.871 -38.065 -20.687
H -27.841 -38.424 -15.791
H -26.500 -38.149 -14.821
H -27.000 -35.578 -14.915
H -28.390 -36.117 -15.968
H -28.202 -36.505 -14.216
H -27.354 -41.210 -16.494
H -27.606 -39.922 -17.448
H -25.898 -41.059 -19.187
H -26.253 -42.449 -18.287
H -27.576 -41.580 -19.181
C -19.389 -30.262 -27.299
C -19.706 -31.247 -28.390
O -18.584 -31.262 -29.187
P -18.646 -31.765 -30.748
O -19.702 -31.037 -31.504
O -18.786 -33.354 -30.722
C -18.741 -34.003 -32.033
C -18.160 -35.418 -31.767
O -17.095 -31.409 -31.268
C -16.712 -30.057 -31.602
C -15.895 -29.495 -30.452
H -20.199 -29.877 -26.680
H -18.731 -30.802 -26.617
H -18.920 -29.391 -27.756
H -19.921 -32.206 -27.919
H -20.567 -30.820 -28.903
H -19.779 -33.976 -32.364
H -18.061 -33.537 -32.745
H -18.108 -35.966 -32.708
H -17.096 -35.420 -31.530
H -18.726 -36.136 -31.173
H -16.302 -29.892 -32.599
H -17.620 -29.459 -31.682
H -14.984 -30.092 -30.413
H -15.497 -28.506 -30.681
H -16.431 -29.397 -29.508

Entry 4:
# C44H46BF9N10O4SSeSiTi

C44H46BF9N10O4SSeSiTi as an isolated structure in a non-equilibrium geometry (ωB97M-V/def2-TZVPD, OMol25).

Calculated values
- multiplicity = 2
- highest occupied orbital energy (spin up / spin down) (eV) = -4.0 / -4.0
- gap between HOMO and LUMO (spin up / spin down) (eV) = 6.34 / 6.39
- LUMO (spin up / spin down) (eV) = 2.390 / 2.390
- E (a.u.) = -7415.4119
- charge = -1

Element x y z (Å)
Ti -0.035 0.826 0.488
C -1.092 -2.552 1.569
C -2.123 -1.494 1.372
C -3.448 -1.482 1.828
C -3.937 -0.248 1.476
N -2.971 0.425 0.824
N -1.858 -0.342 0.754
B -2.937 1.944 0.495
N -2.100 2.666 1.584
C -2.503 3.404 2.619
C -1.397 3.969 3.212
C -0.308 3.514 2.470
C 1.120 3.871 2.713
N -0.728 2.706 1.484
N -2.290 2.258 -0.871
C -2.795 3.032 -1.851
C -1.907 3.022 -2.898
C -0.855 2.192 -2.483
C 0.318 1.736 -3.278
N -1.096 1.752 -1.248
N -4.386 2.421 0.414
C -5.315 1.844 -0.380
C -6.435 2.640 -0.367
C -6.092 3.716 0.473
C -6.922 4.895 0.866
N -4.856 3.580 0.929
H -1.464 -3.506 1.189
H -0.864 -2.651 2.629
H -0.171 -2.330 1.034
H -3.960 -2.266 2.359
H -4.900 0.204 1.645
H -3.548 3.512 2.837
H -1.373 4.636 4.057
H 1.629 3.104 3.292
H 1.159 4.799 3.284
H 1.664 4.014 1.786
H -3.748 3.519 -1.733
H -2.010 3.512 -3.851
H 0.880 2.581 -3.671
H -0.025 1.139 -4.126
H 0.969 1.113 -2.672
H -5.098 0.933 -0.914
H -7.361 2.474 -0.892
H -7.881 4.879 0.348
H -6.417 5.829 0.618
H -7.120 4.900 1.939
C 1.439 -5.177 -2.599
N 2.356 -5.401 -1.497
C 2.909 -6.601 -1.105
C 3.663 -6.357 -0.012
N 3.565 -5.007 0.259
C 4.179 -4.295 1.357
C 2.756 -4.408 -0.654
Se 2.243 -2.669 -0.761
H 1.166 -6.145 -3.015
H 1.908 -4.556 -3.362
H 0.558 -4.648 -2.235
H 2.719 -7.514 -1.641
H 4.261 -7.014 0.594
H 4.484 -5.015 2.113
H 3.455 -3.593 1.767
H 5.043 -3.728 1.008
C 3.429 3.643 7.119
C 2.629 2.709 6.256
C 1.242 2.733 6.265
C 0.503 1.867 5.469
C 1.163 0.974 4.650
C 2.554 0.915 4.636
C 3.277 1.784 5.431
S 0.251 -0.140 3.622
O 0.574 -1.473 4.065
O -1.135 0.274 3.669
O 0.847 0.132 2.265
H 2.799 4.414 7.562
H 4.213 4.136 6.542
H 3.917 3.103 7.934
H 0.724 3.446 6.898
H -0.578 1.903 5.456
H 3.056 0.209 3.990
H 4.360 1.753 5.405
C -5.223 -0.585 -3.206
C -4.170 0.057 -3.841
C -2.869 -0.139 -3.401
C -2.562 -0.956 -2.309
C -3.644 -1.584 -1.689
C -4.951 -1.414 -2.124
Si -0.740 -1.269 -1.725
C -0.058 -1.901 -3.431
C -0.812 -2.724 -4.270
C -0.300 -3.231 -5.456
C 0.994 -2.912 -5.849
C 1.762 -2.083 -5.042
C 1.237 -1.592 -3.854
H -6.241 -0.446 -3.552
H -4.359 0.702 -4.692
H -2.068 0.344 -3.949
H -3.458 -2.252 -0.858
H -5.756 -1.935 -1.617
H -1.027 -2.633 -1.146
H -1.828 -2.984 -3.988
H -0.915 -3.873 -6.078
H 1.397 -3.300 -6.778
H 2.773 -1.819 -5.333
H 1.860 -0.971 -3.231
F 3.003 1.838 1.866
C 3.632 1.066 0.961
F 3.540 -0.190 1.372
F 4.940 1.407 1.004
C 2.986 1.257 -0.445
O 1.804 0.638 -0.551
C 2.823 2.799 -0.719
F 3.782 3.579 -0.192
F 1.653 3.223 -0.215
F 2.779 3.066 -2.030
C 4.034 0.730 -1.499
F 4.659 -0.371 -1.080
F 3.453 0.448 -2.662
F 4.999 1.639 -1.758

Entry 5:
# C21H10Cl4NO3

A 2-piece molecular cluster, C21H10Cl4NO3 overall in a non-equilibrium geometry (ωB97M-V/def2-TZVPD, OMol25).

Calculated values
- highest occupied orbital energy (eV) = -3.2
- gap between HOMO and LUMO (eV) = 2.65
- LUMO (eV) = -0.568
- E (a.u.) = -2927.4861
- charge = -1

Element x y z (Å)
Cl 0.703 6.601 3.879
C 1.598 5.147 3.894
C 0.938 3.931 3.796
Cl -0.748 3.823 3.893
C 1.637 2.655 3.662
O 1.078 1.568 3.538
C 3.184 2.734 3.837
O 3.838 1.698 4.012
C 3.785 4.064 3.920
Cl 5.483 4.101 3.963
C 3.028 5.223 3.901
Cl 3.806 6.750 3.873
C 0.437 -4.372 -0.175
C 0.755 -3.486 -1.219
C 0.280 -2.179 -1.191
C -0.502 -1.697 -0.092
C -1.081 -0.398 -0.119
C -1.391 0.291 -1.390
O -1.493 1.519 -1.437
C -1.677 -0.529 -2.670
C -2.345 -1.763 -2.666
C -2.531 -2.487 -3.853
C -2.063 -1.967 -5.067
C -1.489 -0.696 -5.089
C -1.323 0.034 -3.910
C -1.636 0.205 1.030
N -2.152 0.669 1.980
C -0.737 -2.591 0.987
C -0.299 -3.911 0.923
H 0.773 -5.417 -0.235
H 1.386 -3.808 -2.056
H 0.519 -1.500 -2.029
H -2.701 -2.183 -1.720
H -3.034 -3.452 -3.821
H -2.159 -2.552 -5.987
H -1.164 -0.252 -6.034
H -0.895 1.043 -3.933
H -1.296 -2.230 1.857
H -0.512 -4.585 1.751

Entry 6:
# C24H23AsKN4O6S

C24H23AsKN4O6S as an isolated structure in a non-equilibrium geometry (ωB97M-V/def2-TZVPD, OMol25).

Calculated values
- highest occupied orbital energy (eV) = -5.8
- gap between HOMO and LUMO (eV) = 7.93
- LUMO (eV) = 2.139
- E (a.u.) = -4832.8906
- charge = -1

Element x y z (Å)
K 0.582 -0.033 -0.538
C -1.994 2.355 1.257
N -2.204 1.986 -0.136
C -2.067 3.139 -1.001
C -0.657 3.690 -1.111
C -0.460 4.991 -1.561
C 0.836 5.450 -1.715
C 1.889 4.603 -1.410
C 1.603 3.323 -0.957
N 0.349 2.879 -0.807
C -3.448 1.273 -0.362
C -3.374 -0.223 -0.127
C -4.341 -0.880 0.618
C -4.252 -2.256 0.770
C -3.196 -2.924 0.177
C -2.276 -2.180 -0.550
N -2.360 -0.861 -0.713
C -1.842 1.175 2.188
C -2.753 0.922 3.201
C -2.565 -0.189 4.011
C -1.474 -1.004 3.779
C -0.602 -0.660 2.751
N -0.771 0.405 1.977
H -2.815 3.001 1.621
H -1.071 2.934 1.306
H -2.738 3.968 -0.708
H -2.379 2.843 -2.007
H -1.312 5.623 -1.783
H 1.024 6.458 -2.067
H 2.920 4.912 -1.515
H 2.379 2.599 -0.715
H -3.723 1.413 -1.410
H -4.277 1.691 0.235
H -5.136 -0.313 1.087
H -4.988 -2.794 1.356
H -3.056 -3.991 0.278
H -1.430 -2.674 -1.016
H -3.601 1.583 3.333
H -3.264 -0.419 4.805
H -1.281 -1.889 4.370
H 0.284 -1.255 2.555
O 2.857 -1.204 1.626
As 3.819 -0.507 0.280
O 5.297 -0.069 0.832
O 2.804 0.526 -0.550
C 4.089 -2.122 -0.826
C 5.446 -2.411 -0.950
C 5.896 -3.500 -1.689
C 4.985 -4.330 -2.309
C 3.625 -4.069 -2.194
C 3.169 -2.976 -1.469
S 1.387 -2.766 -1.449
O 1.107 -1.595 -2.266
O 0.821 -4.001 -1.945
O 1.049 -2.514 -0.032
H 2.166 -1.772 1.231
H 6.146 -1.758 -0.445
H 6.959 -3.698 -1.769
H 5.322 -5.186 -2.881
H 2.899 -4.720 -2.662